1.
21
Properties=species:S:1:pos:R:3:nbo_charge:R:1 method="wB97M-V/def2-TZVPD" total_charge=+1 max_force_ha_per_bohr=0.0619 energy_ev=-11990.745 de_lowest_kcal_mol=82.3 orbital_gap_ev="6.995 / 6.684"
C -1.25958 -1.06269 -0.59943 -0.51
C -0.09473 -0.89399 0.38422 -0.28
C -0.18183 0.52169 0.92202 -0.09
C -1.98308 0.17870 -0.28480 0.27
C 1.49563 1.82711 -0.67838 0.49
C -0.25148 -1.81617 1.61938 -0.61
N 2.21459 0.86141 -1.26486 -0.74
O -1.33115 0.98123 0.45057 -0.31
O 0.44468 2.27391 -1.40708 -0.63
H -1.01280 -0.97677 -1.71145 0.25
H -1.70685 -2.11073 -0.44893 0.27
H 0.87526 -1.10631 -0.18063 0.21
H -0.00162 0.88543 1.88458 0.21
H -2.89245 0.41555 -0.68565 0.20
H 1.74215 2.29699 0.21447 0.22
H -1.20939 -1.82227 2.13945 0.23
H 0.63886 -1.45767 2.27458 0.23
H -0.17047 -2.86162 1.18879 0.22
H 3.12512 0.57425 -0.95585 0.45
H 1.57686 0.30780 -1.86932 0.43
H -0.01771 2.98416 -0.99167 0.52

***

2.
25
Properties=species:S:1:pos:R:3:nbo_charge:R:1 method="wB97M-V/def2-TZVPD" max_force_ha_per_bohr=0.0331 energy_ev=-27435.185 de_lowest_kcal_mol=22.6 smiles="C=CN(CCC)C(=O)OP(=O)(O)O" orbital_gap_ev=10.299
C 1.00581 -2.88362 0.16125 -0.38
C 0.46190 -1.67726 0.33746 -0.02
N 0.29717 -0.78173 -0.77703 -0.49
C 1.23178 0.36625 -0.76784 -0.20
C 1.63226 0.90231 0.59571 -0.42
C 2.64923 2.03602 0.36275 -0.60
C -1.00463 -0.42147 -1.06816 0.91
O -1.35656 0.18192 -2.04263 -0.60
O -1.89573 -0.85854 -0.11629 -0.81
P -3.37661 -0.15713 -0.11215 2.53
O -4.28365 -0.70102 -1.10733 -1.06
O -3.83734 -0.43745 1.37619 -0.96
O -3.16845 1.41131 -0.15423 -0.99
H 0.86467 -3.42813 -0.76286 0.21
H 1.61311 -3.30110 0.95397 0.21
H 0.13569 -1.36773 1.32472 0.19
H 0.73095 1.17581 -1.29705 0.22
H 2.12265 0.15127 -1.35842 0.20
H 2.14269 0.16716 1.21185 0.21
H 0.78771 1.34578 1.12534 0.20
H 2.85704 2.58233 1.27805 0.22
H 3.59499 1.57187 0.07391 0.20
H 2.36131 2.68560 -0.46110 0.21
H -3.10918 -0.23436 1.98075 0.50
H -2.45682 1.67192 -0.75686 0.52

***

3.
21
Properties=species:S:1:pos:R:3:nbo_charge:R:1 method="wB97M-V/def2-TZVPD" total_charge=+1 max_force_ha_per_bohr=0.1001 energy_ev=-29566.557 de_lowest_kcal_mol=60.0 orbital_gap_ev=8.675
C 0.14987 0.39026 0.24908 0.13
C -0.36895 -0.61746 -0.43817 -0.04
C -0.75425 1.45245 0.71390 -0.50
C -1.87431 -0.41238 -0.49225 -0.42
C -2.15219 0.83129 0.35724 -0.41
C 2.30510 0.52726 0.62856 -0.47
N 0.22402 -1.75952 -1.15698 -0.67
S 3.00548 1.20305 -0.86361 0.08
S 2.76004 -1.23196 0.74241 -0.02
H -0.44872 1.69098 1.80940 0.25
H -0.63575 2.32043 0.07452 0.25
H -2.30342 -0.44304 -1.53962 0.22
H -2.40849 -1.39111 -0.14083 0.21
H -2.67952 0.41488 1.18714 0.23
H -2.92533 1.32762 -0.22790 0.24
H 2.27413 0.95989 1.64193 0.25
H -0.21084 -1.94705 -2.03711 0.44
H -0.08014 -2.57334 -0.64471 0.44
H 1.17506 -1.51024 -1.20689 0.47
H 3.15360 2.45817 -0.40394 0.17
H 1.79461 -1.69017 1.74783 0.17

***

4.
19
Properties=species:S:1:pos:R:3:lowdin_spin:R:1 method="wB97M-V/def2-TZVPD" multiplicity=2 total_charge=-1 max_force_ha_per_bohr=0.0425 energy_ev=-8461.172 de_lowest_kcal_mol=38.4 orbital_gap_ev="2.351 / 9.698"
C -0.64048 -1.69394 2.51411 0.02
C 0.26279 -0.86083 1.68073 0.02
C -0.11377 -0.25873 0.56488 0.06
C 0.84854 0.33245 -0.41220 0.07
C 1.31005 -0.35268 -1.45200 0.02
C 2.22716 0.19383 -2.49352 0.04
H -1.66785 -1.47583 2.22456 0.01
H -0.55581 -1.38440 3.57795 0.00
H -0.45543 -2.75643 2.68121 0.00
H 1.26927 -0.73746 2.06776 0.00
H -1.13934 -0.16935 0.21855 0.03
H 1.15341 1.36528 -0.30263 0.04
H 1.04070 -1.39753 -1.58425 0.00
H 1.81043 1.07058 -3.00484 0.02
H 3.10273 0.64165 -1.99861 0.00
H 2.59608 -0.47954 -3.26177 0.00
H -3.74158 3.14463 0.26911 0.13
H -3.42404 2.51616 -1.06509 0.14
O -3.88288 2.30214 -0.22394 0.40

***

5.
19
Properties=species:S:1:pos:R:3:lowdin_spin:R:1 method="wB97M-V/def2-TZVPD" multiplicity=2 total_charge=-1 max_force_ha_per_bohr=0.0360 energy_ev=-8461.468 de_lowest_kcal_mol=31.6 orbital_gap_ev="3.228 / 7.168"
C 1.03395 -1.64177 0.89251 0.01
C 0.06692 -0.48964 0.76517 0.12
C 0.39355 0.66212 0.12851 0.17
C 1.74936 1.04969 -0.38142 0.06
C -2.41166 -0.68699 0.58319 0.24
C -1.25406 -0.79481 1.29327 0.16
H 1.88391 -1.44322 0.23761 0.00
H 0.55684 -2.59182 0.62576 0.01
H 1.58490 -1.66378 1.84323 0.01
H -0.36174 1.40893 0.03300 0.02
H 1.71673 2.03654 -0.85512 0.00
H 2.20809 0.46856 -1.18866 0.01
H 2.55185 1.05986 0.38603 0.02
H -2.40427 -0.43463 -0.48399 0.05
H -3.38871 -0.94898 0.99909 0.03
H -1.24116 -1.40121 2.22286 0.02
H -1.46109 1.25884 -2.54884 0.02
H -0.12983 2.02769 -2.24488 0.01
O -1.09357 2.12462 -2.30729 0.05

***

6.
19
Properties=species:S:1:pos:R:3:nbo_charge:R:1 method="wB97M-V/def2-TZVPD" max_force_ha_per_bohr=0.0097 energy_ev=-8462.444 de_lowest_kcal_mol=44.0 orbital_gap_ev=9.901
C 2.43530 0.19774 -0.17691 -0.68
C 1.10281 -0.47487 -0.28844 -0.05
C -0.09273 0.05612 -0.59603 -0.17
C -0.32308 1.51750 -0.76136 0.41
O 0.47362 2.41047 -0.55785 -0.53
C -1.29984 -0.84043 -0.77983 -0.42
C -2.08003 -1.03083 0.52157 -0.60
H 3.09417 -0.13602 -0.98527 0.23
H 2.93943 -0.08891 0.75193 0.22
H 2.35202 1.28044 -0.22471 0.25
H 1.13519 -1.56089 -0.16974 0.19
H -1.34898 1.77890 -1.10648 0.11
H -0.96489 -1.81426 -1.15625 0.21
H -1.96023 -0.42649 -1.55512 0.21
H -2.93774 -1.69702 0.38165 0.21
H -1.42760 -1.46365 1.28830 0.21
H -2.44798 -0.07167 0.90355 0.20
H 0.45741 0.98956 2.48731 -0.01
H 0.89313 1.37431 2.02366 0.01

***

7.
19
Properties=species:S:1:pos:R:3:nbo_charge:R:1 method="wB97M-V/def2-TZVPD" max_force_ha_per_bohr=0.0086 energy_ev=-8462.676 de_lowest_kcal_mol=38.7 smiles="C=C(C)O.C=CC" orbital_gap_ev=9.799
C 1.86681 0.09277 -0.83192 -0.51
C 0.73054 0.73633 -1.08809 0.33
C -0.26083 0.32585 -2.14091 -0.67
O 0.46161 1.91914 -0.44908 -0.70
H 2.13616 -0.80008 -1.38484 0.20
H 2.56184 0.47873 -0.09393 0.21
H -1.29392 0.44920 -1.79362 0.21
H -0.12166 -0.71979 -2.42835 0.22
H -0.13746 0.95424 -3.03014 0.23
H -0.48672 1.94410 -0.26098 0.48
C -1.71933 -0.14033 0.81063 -0.45
C -0.71645 -0.09178 1.68321 -0.14
C 0.28250 -1.18739 1.90087 -0.65
H -2.44247 0.66784 0.72206 0.20
H -1.85872 -0.99675 0.15294 0.19
H -0.60661 0.78719 2.31896 0.20
H 0.00782 -1.73638 2.80994 0.22
H 0.30307 -1.89139 1.06370 0.22
H 1.29383 -0.79149 2.03953 0.22

***

8.
19
Properties=species:S:1:pos:R:3:nbo_charge:R:1 method="wB97M-V/def2-TZVPD" max_force_ha_per_bohr=0.0057 energy_ev=-8461.444 de_lowest_kcal_mol=67.1 smiles="C=C(C)[C@H]1O[C@H]1C.[H][H]" orbital_gap_ev=10.698
C -1.33830 0.97972 0.99241 -0.40
C -1.00431 -0.21739 0.51614 0.01
C -1.92470 -1.04529 -0.34476 -0.65
C 0.27592 -0.88785 0.91358 0.02
O 1.09587 -1.45359 -0.10504 -0.50
C 1.65932 -0.42749 0.70741 0.08
C 2.13200 0.82091 0.00857 -0.64
H -0.66449 1.54771 1.62711 0.20
H -2.30059 1.43185 0.76078 0.20
H -2.66740 -0.42225 -0.85290 0.22
H -1.35823 -1.59734 -1.10182 0.23
H -2.46343 -1.77887 0.26737 0.22
H 0.13516 -1.57461 1.75338 0.19
H 2.37658 -0.80582 1.44116 0.17
H 1.47371 1.10050 -0.81269 0.23
H 3.13144 0.63731 -0.40372 0.22
H 2.21336 1.66289 0.70422 0.22
H -0.22978 0.57349 -2.05636 -0.01
H -0.53399 0.94760 -1.49372 0.00

***

9.
19
Properties=species:S:1:pos:R:3:nbo_charge:R:1 method="wB97M-V/def2-TZVPD" max_force_ha_per_bohr=0.0571 energy_ev=-8458.006 de_lowest_kcal_mol=146.4 smiles="C=C(C)OC.C=C" orbital_gap_ev="8.198 / 7.429"
C 1.01598 -0.40739 -1.50922 -0.45
C 0.25501 -0.39316 -0.37848 0.30
C -0.55966 -1.62592 -0.04705 -0.67
O -0.59968 0.84175 -0.11280 -0.59
C -1.45003 1.35601 -1.13384 -0.24
H 1.51161 0.48149 -1.86803 0.20
H 1.34329 -1.34432 -1.93330 0.20
H -1.13934 -1.48546 0.86542 0.22
H 0.10628 -2.47869 0.07868 0.22
H -1.29398 -1.83682 -0.82417 0.21
H -1.97351 2.23758 -0.76615 0.19
H -0.85429 1.67030 -1.99401 0.17
H -2.18371 0.60818 -1.45468 0.16
C 0.32277 0.65310 2.08101 -0.24
C 1.35460 0.08768 1.32432 -0.48
H 0.47867 1.57697 2.61773 0.19
H -0.46483 0.04422 2.50189 0.17
H 2.07867 0.53464 0.65714 0.21
H 2.05215 -0.52014 1.89555 0.23

***

10.
19
Properties=species:S:1:pos:R:3:nbo_charge:R:1 method="wB97M-V/def2-TZVPD" max_force_ha_per_bohr=0.0065 energy_ev=-8462.701 de_lowest_kcal_mol=38.1 smiles="C/C=C/O.C=CC" orbital_gap_ev=9.647
C -0.01213 2.80508 -0.87292 -0.62
C -0.32979 1.33878 -0.83143 -0.32
C -1.52576 0.87795 -0.46698 0.15
O -1.92135 -0.42095 -0.39460 -0.69
H 0.76234 3.07938 -0.14574 0.21
H -0.90546 3.39763 -0.64724 0.21
H 0.34875 3.11141 -1.86209 0.21
H 0.45302 0.63577 -1.11729 0.20
H -2.33311 1.54787 -0.17812 0.17
H -1.16032 -0.98295 -0.61194 0.49
C 1.30523 -1.91923 -0.45741 -0.42
C 0.47967 -2.14366 0.56449 -0.18
C 0.45236 -1.34053 1.83251 -0.66
H 2.04944 -1.12492 -0.41462 0.19
H 1.27949 -2.51786 -1.36424 0.20
H -0.24959 -2.95207 0.48636 0.20
H -0.40408 -0.65492 1.82729 0.24
H 1.36489 -0.74721 1.94598 0.21
H 0.34638 -1.98957 2.70799 0.22

***

11.
19
Properties=species:S:1:pos:R:3:nbo_charge:R:1 method="wB97M-V/def2-TZVPD" max_force_ha_per_bohr=0.0143 energy_ev=-8463.865 de_lowest_kcal_mol=11.3 smiles=C[C@H]1CO[C@@H](C)C1 orbital_gap_ev=10.532
C 1.41761 -1.22643 1.50793 -0.60
C 0.13877 -0.48158 1.09627 -0.25
C 0.38160 1.05346 1.02695 -0.07
O -0.25778 1.55266 -0.13751 -0.54
C -0.99740 0.50701 -0.74289 0.10
C -1.02207 0.83468 -2.22799 -0.62
C -0.30277 -0.79502 -0.35753 -0.42
H 1.69975 -0.96906 2.53563 0.21
H 2.23571 -0.92583 0.84424 0.20
H 1.32777 -2.31799 1.44855 0.21
H -0.67273 -0.79016 1.77539 0.21
H 0.06607 1.70479 1.85817 0.18
H 1.45028 1.22592 0.88959 0.17
H -1.97952 0.47791 -0.26669 0.16
H -1.48627 1.81284 -2.38387 0.22
H -1.56147 0.07902 -2.80068 0.21
H 0.00686 0.90150 -2.61104 0.21
H 0.55533 -1.00269 -1.01265 0.20
H -0.99974 -1.64103 -0.44185 0.22

***

12.
19
Properties=species:S:1:pos:R:3:nbo_charge:R:1 method="wB97M-V/def2-TZVPD" max_force_ha_per_bohr=0.0079 energy_ev=-8462.277 de_lowest_kcal_mol=47.9 smiles="CC[C@H]1C[C@H]1C=O.[H][H]" orbital_gap_ev=10.817
C 0.96382 -1.91094 0.70566 -0.61
C -0.26972 -1.01197 0.76075 -0.40
C -0.74977 -0.59092 -0.61413 -0.20
C -1.40496 0.72352 -0.84716 -0.39
C -0.03338 0.46319 -1.44326 -0.35
C 1.12639 1.21298 -0.91015 0.43
O 2.03055 1.62970 -1.59734 -0.53
H 0.76878 -2.80848 0.10730 0.21
H 1.26403 -2.23446 1.70755 0.21
H 1.81271 -1.38858 0.24937 0.21
H -0.06247 -0.12815 1.37775 0.20
H -1.09194 -1.53972 1.26154 0.21
H -1.12210 -1.41751 -1.21803 0.22
H -2.23603 0.79615 -1.54196 0.23
H -1.45765 1.41605 -0.00897 0.22
H 0.02321 0.29981 -2.51567 0.24
H 1.12491 1.39573 0.18799 0.10
H -0.56564 2.40088 2.42913 0.00
H -0.12074 2.69273 1.90962 0.00